Record 1
Here is C7H8FN3O3 as an isolated structure at a distorted geometry from the Open Molecules 2025 dataset. Energies are from the ωB97M-V functional and the def2-TZVPD basis.

Properties
Gap between HOMO and LUMO   0.3024 Eh
Charge   0
HOMO level   -9.65 eV
Relative energy (zero: lowest compared OMol25 entry of this formula, charge and spin)   0.0 kcal per mole
Max |F|   9.22 eV/Å
Lowest unoccupied orbital energy   -1.426 eV

Each line ends with the Mulliken charge.
Geometry (Å):
1 O -0.645 -0.223 3.434  -0.533
2 O -1.161 -0.260 -0.341  -0.708
3 O 2.492 1.242 0.560  -0.669
4 F -3.759 -1.282 3.610  -0.276
5 C -1.739 0.224 2.908  0.551
6 C -0.875 0.357 0.672  0.642
7 C 1.439 0.767 0.163  0.379
8 C -3.043 -0.318 2.794  0.147
9 C -3.209 0.107 1.519  -0.210
10 N 0.336 0.871 1.002  -0.029
11 N -1.874 0.634 1.612  -0.097
12 N 1.417 -0.201 -0.765  -0.136
13 C 1.397 -0.452 -3.024  -1.244
14 C 2.360 -0.144 -1.892  -0.400
15 H -3.783 -0.287 0.635  0.347
16 H 0.429 1.398 1.879  0.239
17 H 0.542 -0.653 -0.970  0.250
18 H 1.964 -0.487 -3.997  0.363
19 H 0.942 -1.400 -2.798  0.390
20 H 0.746 0.319 -3.233  0.328
21 H 2.931 0.715 -2.054  0.415
22 H 3.095 -0.927 -1.711  0.251

Atoms 1-2, force components in eV/Å:
-5.14 3.09 -1.44
-0.26 0.17 0.33

***

Record 2
Here is a single C7H8N2 molecule at a distorted geometry from the Open Molecules 2025 dataset. Energies are from the ωB97M-V functional and the def2-TZVPD basis.

Properties
Gap between HOMO and LUMO   0.2799 Eh
Charge   0
HOMO level   -6.95 eV
Relative energy (zero: lowest compared OMol25 entry of this formula, charge and spin)   28.0 kcal per mole
Max |F|   3.78 eV/Å
Lowest unoccupied orbital energy   0.671 eV
SMILES   C1=CC2=CCCN2N=C1

Each line ends with the Mulliken charge.
Geometry (Å):
1 C 1.988 1.341 -0.594  -0.190
2 C 1.883 0.196 0.120  -0.801
3 C 0.067 -1.447 0.930  -0.555
4 C 0.822 1.969 -1.141  -0.283
5 C 0.594 -0.380 0.334  0.426
6 C -1.429 -1.511 0.746  -0.494
7 C -1.796 -0.247 -0.059  -0.586
8 N -0.379 1.498 -0.997  -1.143
9 N -0.541 0.418 -0.305  0.960
10 H 2.952 1.797 -0.763  0.338
11 H 2.740 -0.323 0.522  0.369
12 H 0.607 -2.177 1.502  0.423
13 H 0.898 2.879 -1.715  0.388
14 H -1.719 -2.417 0.207  0.280
15 H -1.934 -1.528 1.715  0.297
16 H -2.291 -0.487 -1.006  0.295
17 H -2.462 0.418 0.504  0.278

Atoms 1-2, force components in eV/Å:
-0.11 -0.52 0.37
0.33 0.36 -0.20

***

Record 3
Here is a single C7H8N2 molecule at a distorted geometry from the Open Molecules 2025 dataset. Energies are from the ωB97M-V functional and the def2-TZVPD basis.

Properties
Spin multiplicity   3
Gap between HOMO and LUMO (spin up / spin down)   0.2112 / 0.2591 Eh
Charge   0
Expectation value of S²   2.034
HOMO level (spin up / spin down)   -4.92 / -9.14 eV
Relative energy (zero: lowest compared OMol25 entry of this formula, charge and spin)   52.6 kcal per mole
Max |F|   6.66 eV/Å
Lowest unoccupied orbital energy (spin up / spin down)   0.828 / -2.085 eV

Each line ends with the Löwdin spin population.
Geometry (Å):
1 C 1.154 -1.826 -0.325  0.426
2 C -0.234 -1.445 -0.188  0.126
3 C 2.079 -0.879 -0.606  0.071
4 C -1.063 1.859 0.073  0.090
5 C -1.799 0.552 0.285  0.017
6 C -0.821 -0.610 0.736  0.034
7 C 1.063 1.107 0.130  0.458
8 N 1.814 0.415 -0.613  0.506
9 N 0.159 2.141 -0.122  0.168
10 H 1.454 -2.837 -0.667  0.022
11 H -0.944 -1.689 -1.037  0.019
12 H 3.007 -1.064 -1.095  0.000
13 H -1.739 2.692 0.186  0.006
14 H -2.608 0.680 1.046  0.002
15 H -1.986 0.163 -0.757  0.005
16 H -0.561 -0.261 1.724  0.008
17 H 1.024 1.002 1.229  0.041

Atoms 1-2, force components in eV/Å:
-0.55 -3.20 -0.09
-2.74 1.11 1.13

***

Record 4
Here is a 2-piece molecular cluster, C7H8N2O overall at a distorted geometry from the Open Molecules 2025 dataset. Energies are from the ωB97M-V functional and the def2-TZVPD basis.

Properties
Gap between HOMO and LUMO (spin up / spin down)   0.3060 / 0.3060 Eh
Charge   0
HOMO level (spin up / spin down)   -7.44 / -7.44 eV
Relative energy (zero: lowest compared OMol25 entry of this formula, charge and spin)   143.4 kcal per mole
Max |F|   2.66 eV/Å
Lowest unoccupied orbital energy (spin up / spin down)   0.891 / 0.891 eV

Each line ends with the Mulliken charge.
Geometry (Å):
1 C -1.599 0.746 2.993  -0.265
2 C -0.859 -0.009 2.391  -0.478
3 C 0.357 -1.365 -1.403  -0.451
4 C 1.406 -1.982 -1.979  -0.414
5 C 2.158 -0.235 -0.899  -0.572
6 C 0.813 -0.212 -0.666  0.701
7 C 0.033 0.815 0.127  -0.829
8 N -2.141 1.851 -0.090  -1.204
9 N -1.135 1.162 -0.413  0.541
10 O 2.536 -1.301 -1.616  -0.321
11 H -2.020 1.518 3.592  0.417
12 H -0.663 -1.666 -1.565  0.480
13 H 1.766 -2.908 -2.494  0.375
14 H 2.936 0.242 -0.425  0.487
15 H 0.316 1.218 1.078  0.609
16 H -0.595 -0.854 1.817  0.366
17 H -2.122 2.150 0.921  0.236
18 H -1.188 0.831 -1.370  0.322

Atoms 1-2, force components in eV/Å:
1.47 -0.51 -0.33
-2.28 0.23 1.36

***

Record 5
Here is C7H8N2O2 as an isolated structure at a distorted geometry from the Open Molecules 2025 dataset. Energies are from the ωB97M-V functional and the def2-TZVPD basis.

Properties
Gap between HOMO and LUMO   0.3232 Eh
Charge   0
HOMO level   -8.39 eV
Relative energy (zero: lowest compared OMol25 entry of this formula, charge and spin)   80.1 kcal per mole
Max |F|   9.30 eV/Å
Lowest unoccupied orbital energy   0.403 eV

Each line ends with the Mulliken charge.
Geometry (Å):
1 C -0.703 2.252 -0.027  -1.015
2 C -0.079 0.921 0.014  0.489
3 C 1.938 -0.323 0.083  0.559
4 C 1.248 -1.536 0.113  -0.800
5 C -0.188 -1.482 0.087  -0.703
6 C -0.843 -0.318 0.057  0.289
7 C -2.377 -0.268 0.080  0.585
8 H 0.094 3.006 -0.117  0.349
9 H -1.090 2.550 1.164  0.205
10 H -1.381 1.995 -0.850  0.338
11 H 3.766 0.670 -0.348  0.314
12 H 3.790 -1.030 -0.365  0.287
13 H 1.875 -2.317 -0.172  0.294
14 H -0.492 -2.368 0.239  0.681
15 H -4.083 -1.613 -0.173  0.409
16 N 1.241 0.819 0.045  -0.604
17 N 3.223 -0.116 0.110  -0.549
18 O -2.865 -1.525 -0.033  -0.572
19 O -3.073 0.683 0.095  -0.556

Atoms 1-2, force components in eV/Å:
0.12 0.38 3.23
1.31 -2.88 1.21

***

Record 6
Here is a single C7H8N2O2 molecule at a distorted geometry from the Open Molecules 2025 dataset. Energies are from the ωB97M-V functional and the def2-TZVPD basis.

Properties
Gap between HOMO and LUMO   0.3553 Eh
Charge   0
HOMO level   -8.92 eV
Relative energy (zero: lowest compared OMol25 entry of this formula, charge and spin)   42.6 kcal per mole
Max |F|   4.89 eV/Å
Lowest unoccupied orbital energy   0.743 eV
SMILES   COc1ncc2c(n1)OCC2

Each line ends with the Mulliken charge.
Geometry (Å):
1 C 0.165 0.288 3.570  -0.645
2 C 0.821 0.297 1.106  0.599
3 C 1.549 -0.430 -0.849  -0.357
4 C 0.334 -0.331 -1.386  0.480
5 C -0.458 -0.715 -2.663  -0.557
6 C -1.802 -0.037 -2.378  -0.316
7 C -0.692 0.094 -0.465  0.418
8 H -0.816 -0.102 3.179  0.321
9 H -0.057 1.188 4.035  0.267
10 H 0.646 -0.346 4.194  0.255
11 H 2.399 -0.599 -1.500  0.409
12 H -0.002 -0.359 -3.585  0.342
13 H -0.644 -1.768 -2.686  0.225
14 H -1.754 1.106 -2.724  0.250
15 H -2.730 -0.582 -2.757  0.244
16 N 1.891 -0.094 0.407  -0.556
17 N -0.448 0.513 0.754  -0.597
18 O 1.082 0.409 2.479  -0.407
19 O -1.912 0.033 -0.965  -0.375

Atoms 1-2, force components in eV/Å:
-2.40 -0.26 -4.26
0.59 -0.34 3.44

***

Record 7
Here is C7H8N2O2 as an isolated structure at a distorted geometry from the Open Molecules 2025 dataset. Energies are from the ωB97M-V functional and the def2-TZVPD basis.

Properties
Gap between HOMO and LUMO   0.3062 Eh
Charge   0
HOMO level   -8.56 eV
Relative energy (zero: lowest compared OMol25 entry of this formula, charge and spin)   149.0 kcal per mole
Max |F|   7.56 eV/Å
Lowest unoccupied orbital energy   -0.230 eV

Each line ends with the Mulliken charge.
Geometry (Å):
1 C -3.714 0.110 -0.163  -0.985
2 C -2.304 -0.522 -0.271  -0.118
3 C -1.212 0.122 0.482  -0.705
4 C 0.242 -0.043 0.364  0.749
5 C 0.982 -1.100 -0.019  -0.361
6 C 2.566 -1.261 0.084  0.388
7 C 2.278 1.038 0.097  0.484
8 H -4.141 0.150 -1.206  0.299
9 H -4.413 -0.731 0.183  0.251
10 H -3.806 1.126 0.152  0.397
11 H -2.160 -1.586 -0.484  0.322
12 H -1.742 0.931 0.996  0.301
13 H 0.867 -2.398 -0.320  0.144
14 H 4.089 0.104 -0.259  0.338
15 H 2.243 3.005 0.097  0.439
16 N 3.017 -0.088 -0.480  -0.214
17 N 1.037 1.215 0.813  -0.619
18 O 3.198 -2.322 0.269  -0.583
19 O 2.974 2.251 -0.334  -0.526

Atoms 1-2, force components in eV/Å:
-0.23 -3.61 -2.64
3.14 2.05 4.16